Formula: C49H126N4O27
Source: OMol25
Level of theory: ωB97M-V with the def2-TZVPD basis set

The geometry in XYZ format:
```
206
Properties=species:S:1:pos:R:3
C 0.350 5.076 0.905
C 5.033 -2.251 -7.230
C 2.572 2.666 4.326
H 6.194 -0.593 -6.953
H -2.382 -5.081 -2.855
H -3.901 -1.708 2.638
O 3.436 -3.999 -7.269
C -2.570 5.586 3.744
C -7.428 3.904 -1.074
H 4.170 -1.238 5.775
H 6.561 2.108 -1.188
H -1.451 -1.053 -3.774
C -0.863 4.724 -3.492
H 1.254 -6.837 2.119
H 1.896 1.846 4.442
H 5.251 3.221 -0.858
H -8.770 2.860 0.183
N 0.337 -5.099 5.002
H -0.732 2.824 -2.802
C -2.296 -4.580 -1.911
H 4.232 -2.255 -4.115
H 2.332 -1.700 7.553
H -2.777 4.090 -0.780
H 5.683 -3.889 -6.183
H 1.972 2.310 -1.446
O 0.152 3.954 1.737
H 1.047 -2.049 -6.989
H -7.625 5.262 -2.589
O 3.884 2.071 0.901
H -6.398 1.214 -0.624
H 3.151 2.724 -2.461
C -5.154 -3.040 1.542
H 4.461 -2.899 -1.036
C 6.028 -2.829 -6.254
H 1.917 6.522 0.466
H -5.502 2.208 0.809
C -4.980 3.616 -0.664
C -8.290 4.969 -1.746
H 2.475 -0.342 -6.758
H 5.336 0.590 0.641
C 3.779 -2.328 -0.494
H -8.480 5.874 -1.196
H 0.817 -7.609 3.537
H -7.276 3.053 -2.964
H 2.397 -0.298 -4.874
C 3.943 2.081 4.325
O -2.080 0.262 1.993
H -3.402 0.981 3.350
H -1.730 4.989 3.366
H -4.640 -3.903 1.891
O 4.751 1.489 -1.937
N 2.210 3.090 -2.115
C 5.486 2.180 -0.905
O -3.189 -3.502 -1.988
H 3.292 -5.960 3.606
H -3.740 2.433 0.729
H 1.359 3.528 3.079
O -5.814 -3.215 0.238
H 0.136 3.198 1.160
H -1.268 0.652 1.556
H -5.183 -3.385 -0.475
H 3.845 1.279 2.499
H -2.512 -1.238 1.028
H 2.003 -3.385 3.619
H 0.661 0.381 -2.559
H -0.681 6.568 -4.312
H -1.942 -5.465 3.083
C -1.047 -4.468 4.819
C 1.258 -5.423 3.829
H -0.280 -6.584 2.817
C 1.776 5.519 0.972
H -0.270 -2.596 4.609
O 1.025 -0.212 1.396
H -3.102 -5.111 4.272
H -1.002 1.643 -1.100
H 3.055 3.918 0.870
H 6.384 -1.956 -8.845
H 4.631 2.764 3.782
C -7.362 2.653 -1.927
H -2.851 5.041 4.620
O 0.903 6.268 -2.927
O 2.744 -1.239 4.306
H 1.533 3.333 -2.791
O -0.350 0.443 4.562
H -9.217 4.515 -2.032
H -3.709 5.486 -0.285
H -7.149 3.056 0.903
H 0.998 -1.906 -5.201
O 0.209 -6.288 5.926
H 7.038 -2.744 -6.614
H -5.976 -2.958 2.250
H 4.684 -2.059 -9.314
H 3.172 -1.796 2.661
C -0.985 -0.068 -3.549
H 3.260 1.573 0.332
H -3.173 5.684 1.909
C 1.330 -4.077 3.051
C 3.328 -2.709 -4.459
C 2.100 -1.256 6.580
H 3.156 -2.755 5.685
C -0.843 -4.137 -1.736
H -4.767 2.774 -2.648
C -4.260 -1.810 1.614
H -2.028 -0.797 4.380
H -0.445 -6.815 5.458
H 5.672 -3.639 -8.907
H -1.110 0.521 -4.465
C -2.315 0.967 3.210
C 5.220 1.663 0.461
O 2.315 3.360 3.126
H -2.602 -5.352 -1.147
H 4.538 0.865 -6.009
C 4.423 -0.182 -5.811
H 0.035 4.672 -0.074
H 4.806 -0.274 -7.924
H 5.876 2.139 1.235
H 5.998 -2.441 -5.260
C 0.026 5.829 -3.995
H -2.852 0.389 -2.827
H -0.278 -5.106 -1.976
H -5.939 5.371 0.896
O -0.161 1.298 0.391
C 5.441 -2.558 -8.675
H 5.146 -2.109 1.184
H -0.702 -3.460 6.672
H -1.843 -2.809 3.798
H -2.152 0.826 5.370
H 2.933 -4.847 5.011
H 4.083 -4.554 -6.772
C -1.877 0.379 -2.383
C 1.422 -2.452 -6.043
H -3.803 4.902 -1.986
H -8.317 2.189 -1.850
C -4.684 2.944 0.734
H -0.633 -4.412 2.132
H -4.150 1.691 -1.384
H -1.976 -0.427 -1.632
H -1.994 -6.462 4.544
H 2.490 -2.501 -3.761
H 4.633 0.565 -1.576
H -1.604 4.489 -4.262
H 4.052 -3.499 1.370
C -0.847 -3.242 3.975
H 0.628 5.505 -4.831
O -1.492 1.637 -1.942
C -0.093 -3.559 2.714
N 3.670 -2.606 -7.014
N -6.106 4.476 -0.934
O -6.157 5.619 -0.067
C -6.262 1.686 -1.579
H 1.307 7.094 -3.211
H 1.273 -1.810 6.265
C -3.772 4.569 -0.952
H 2.752 -2.699 -0.637
H 3.039 -0.576 -0.916
O -0.120 3.490 -3.342
H -6.206 0.918 -2.313
C 3.193 -1.604 5.620
O -3.611 5.683 2.778
C 2.590 -5.765 4.413
H -0.006 -0.181 3.954
C -1.723 0.286 4.505
C -2.028 -5.429 4.154
C 2.874 -2.150 -5.825
O 1.761 0.150 6.722
H 0.033 -2.694 1.927
H -1.457 5.072 -2.622
H 3.258 -0.470 4.016
H -4.868 -0.917 1.458
O 1.827 0.535 -0.513
H 2.096 5.650 2.012
O 3.871 -1.009 -0.964
H -0.543 -3.375 -2.456
O 4.004 0.944 3.399
H -1.848 -4.886 6.834
O 3.202 -1.619 1.695
C 2.940 -0.609 -5.779
H -8.375 4.304 0.944
C -1.502 -4.055 6.183
O 0.368 -0.206 -3.280
H 2.432 3.957 -1.562
H -1.948 1.963 3.148
C 4.112 -2.486 0.985
H 1.849 -0.719 1.330
O 2.704 4.616 0.277
C 0.732 -6.684 3.049
O -0.482 -3.696 -0.442
H -1.113 -2.979 -0.253
H 4.987 -0.355 -4.886
H -2.385 -3.443 5.963
C 0.848 0.548 0.370
H 2.456 3.360 5.185
H -0.472 5.824 1.095
H 4.253 1.792 5.319
C 5.107 -0.751 -7.021
H -2.993 -2.881 -1.266
C -7.934 3.516 0.307
H 1.868 -4.334 2.140
H 1.122 -3.495 -5.857
H 1.115 0.277 6.064
H -2.164 6.574 3.959
H 2.461 -6.674 5.006
C -4.979 2.409 -1.615
H -4.812 3.679 1.567
O -3.137 -1.901 0.704
H 3.470 -3.813 -4.515
```

Kohn-Sham gap, eV: 8.5
Multiplicity: 1